Computed, not measured: a single C2H4N2O2S molecule at a distorted geometry, with ωB97M-V/def2-TZVPD.

Results
SMILES string   C=C(SN)[N+](=O)[O-]
Energy above the lowest of the compared OMol25 structures with the same formula, charge and spin   116.8 kcal/mol
Spin multiplicity   1
Kohn-Sham gap   9.086 eV

Last column: natural (NBO) charge in e.
Positions of all 11 atoms, in Å:
1 C 0.0416 -1.8816 -0.6880  -0.4130
2 C 0.1759 -0.5751 -0.3169  -0.1872
3 N 1.2606 2.0240 0.4231  -0.9198
4 N -1.2335 0.0381 0.2347  0.5744
5 O -2.0434 -0.7725 0.4863  -0.3480
6 O -1.2094 1.1968 0.3390  -0.3743
7 S 1.6411 0.4007 -0.1191  0.4440
8 H 0.8123 -2.5031 -1.0066  0.2137
9 H -0.9791 -2.3731 -0.7108  0.2447
10 H 0.9779 1.9304 1.4373  0.3770
11 H 0.5558 2.5154 -0.0790  0.3885

***

Computed, not measured: a single C2H7N3S2 molecule at a distorted geometry, with ωB97M-V/def2-TZVPD.

Results
SMILES string   CS/C(=N\N)NS
Energy above the lowest of the compared OMol25 structures with the same formula, charge and spin   55.1 kcal/mol
Spin multiplicity   1
Kohn-Sham gap   8.722 eV

Last column: natural (NBO) charge in e.
Positions of all 14 atoms, in Å:
1 C 1.7397 -1.6039 0.4637  -0.7793
2 C -0.2121 0.3168 -0.4334  0.1626
3 H 2.6663 -1.9542 -0.0443  0.2411
4 H 0.7717 -2.3289 0.2603  0.2519
5 H 1.8882 -1.3805 1.6252  0.2362
6 H -0.7353 -1.3639 -1.4706  0.4085
7 H -3.3678 0.1903 -0.6204  0.1162
8 H 0.8740 2.4927 0.3672  0.3315
9 H -0.5113 3.2339 0.7696  0.3571
10 N -1.0342 -0.7755 -0.6714  -0.8007
11 N -0.8851 1.4171 -0.0923  -0.2792
12 N -0.1716 2.6450 0.0842  -0.6446
13 S 1.5087 -0.0583 -0.3789  0.2102
14 S -2.5312 -0.8305 0.1413  0.1886

***

Computed, not measured: C44H56As2Cl3N4O9Sn as an isolated structure, with ωB97M-V/def2-TZVPD.

Results
Spin multiplicity   1
Kohn-Sham gap (alpha / beta)   6.140 / 5.903 eV
Charge   +3

Last column: Mulliken charge in e.
Positions of all 119 atoms, in Å:
1 Sn 0.1854 0.2458 0.3727  1.6214
2 C -4.2822 -0.7526 -1.4077  -1.8232
3 C -4.1765 0.6758 -0.9312  1.4920
4 C -5.0619 1.6151 -1.4516  -0.7799
5 C -4.9991 2.9455 -1.0793  -1.0821
6 C -4.0145 3.3680 -0.1992  -0.8947
7 C -3.1045 2.4697 0.3373  1.0317
8 C -2.0594 2.9470 1.3096  -1.2772
9 C -3.2212 1.1181 -0.0075  -0.5894
10 N -2.3239 0.1540 0.5721  0.9746
11 C -2.7903 -0.7619 1.3325  0.3160
12 C -4.1547 -0.7890 1.9419  -2.1695
13 C -1.9004 -1.9682 1.5571  0.5961
14 C -2.5286 -3.2018 2.1140  -1.9306
15 N -0.6841 -1.8851 1.1781  1.3398
16 C 0.1226 -3.0833 1.1012  -1.2620
17 C 1.0814 -3.3821 2.0650  1.1946
18 C 1.2686 -2.5594 3.3127  -1.6346
19 C 1.8645 -4.5191 1.8703  -0.7857
20 C 1.6836 -5.3392 0.7717  -1.3384
21 C 0.6943 -5.0423 -0.1552  -0.2506
22 C -0.1037 -3.9158 -0.0067  1.1909
23 C -1.1947 -3.6216 -1.0103  -1.3333
24 H -4.4569 -0.7738 -2.4830  0.5971
25 H -5.1307 -1.2624 -0.9469  0.3327
26 H -3.3856 -1.3394 -1.2077  0.0448
27 H -5.8152 1.2836 -2.1558  0.5376
28 H -5.7180 3.6523 -1.4709  0.4989
29 H -3.9500 4.4110 0.0803  0.4679
30 H -2.1698 4.0138 1.4915  0.5440
31 H -1.0470 2.7997 0.9151  0.0396
32 H -2.1315 2.4297 2.2669  0.3605
33 H -4.6796 0.1485 1.7881  0.4719
34 H -4.0678 -0.9784 3.0137  0.5393
35 H -4.7581 -1.5995 1.5293  0.3930
36 H -3.3496 -3.5306 1.4730  0.4051
37 H -2.9628 -2.9916 3.0931  0.5510
38 H -1.8086 -4.0085 2.2117  0.3555
39 H 0.3789 -1.9876 3.5659  0.2007
40 H 2.1066 -1.8653 3.2111  0.2720
41 H 1.4932 -3.2088 4.1573  0.5153
42 H 2.6071 -4.7732 2.6161  0.5569
43 H 2.2942 -6.2232 0.6489  0.4814
44 H 0.5296 -5.6966 -1.0025  0.5906
45 H -1.0152 -4.1529 -1.9424  0.5813
46 H -1.2811 -2.5554 -1.2388  -0.0927
47 H -2.1681 -3.9543 -0.6420  0.4178
48 Cl 2.6122 4.1882 6.5638  -0.0879
49 C 2.3591 3.5497 5.0263  0.4311
50 C 1.4324 2.4886 4.8739  -0.7274
51 C 1.2321 1.9758 3.6365  0.8466
52 Cl 0.1033 0.6842 3.3942  -0.2146
53 C 1.9360 2.4551 2.4620  -1.0228
54 O 1.7578 1.9606 1.3328  0.0910
55 C 2.8547 3.5609 2.6861  0.4795
56 Cl 3.6696 4.1949 1.3304  -0.1358
57 C 3.0606 4.0797 3.9306  -0.7358
58 H 0.9034 2.1087 5.7367  0.5316
59 H 3.7554 4.8951 4.0760  0.5145
60 C 2.1096 -3.2262 -3.3605  -1.4228
61 C 2.9897 -2.0627 -2.9005  1.4430
62 C 4.0700 -2.5677 -1.9510  -1.8901
63 C 3.6320 -1.3855 -4.1034  -1.7156
64 N 2.1621 -1.0086 -2.2353  -0.1664
65 N 1.7600 -1.3616 -0.9070  0.7229
66 H 2.7022 -3.9993 -3.8485  0.5633
67 H 1.3522 -2.8821 -4.0696  0.2813
68 H 1.6054 -3.6917 -2.5086  0.2209
69 H 4.7510 -3.2166 -2.5000  0.5027
70 H 3.6606 -3.1575 -1.1282  0.3027
71 H 4.6658 -1.7462 -1.5430  0.3443
72 H 4.1117 -2.1236 -4.7460  0.5308
73 H 4.3859 -0.6606 -3.7937  0.3551
74 H 2.8745 -0.8704 -4.6942  0.2357
75 H 1.2982 -0.8999 -2.7640  0.0786
76 H 2.6081 -1.4099 -0.3445  0.1646
77 H 1.3639 -2.3037 -0.8710  -0.4786
78 C 3.9982 1.7232 -1.4597  -0.4482
79 O 2.6046 2.1117 -1.5816  0.4107
80 C 2.2980 3.1405 -2.3103  0.2917
81 O 3.1095 3.8411 -2.9113  -0.6920
82 C 0.8163 3.4146 -2.2884  -0.1590
83 C 0.4210 4.6119 -2.7427  0.7958
84 As 1.5578 5.0980 -4.2066  0.4056
85 C 0.9573 6.6339 -5.2314  -1.0647
86 C 1.0114 3.4620 -5.2108  1.1252
87 C 0.6560 2.2750 -4.7162  0.3015
88 As -0.1514 1.7901 -2.8817  0.2422
89 C -1.9349 2.4802 -3.2272  -0.6502
90 C 0.4194 0.9750 -5.4555  -0.1772
91 O -0.5179 0.3219 -5.0404  -0.5725
92 O 1.1653 0.4960 -6.4233  -0.3466
93 C 2.3985 1.0672 -6.9163  -0.8314
94 C 1.4044 3.8236 -6.6241  -0.2917
95 O 2.4646 4.3791 -6.7622  -0.5530
96 O 0.5876 3.6313 -7.6396  -0.3143
97 C -0.7299 3.0649 -7.4900  -0.5151
98 C -0.9507 5.1626 -2.5256  0.1656
99 O -1.5475 4.9703 -1.4988  -0.4412
100 O -1.3677 5.8962 -3.5521  -0.1930
101 C -2.6568 6.5343 -3.3736  -0.7483
102 H 4.0077 0.6457 -1.5904  -0.1630
103 H 4.3271 2.0028 -0.4621  0.2062
104 H 4.6039 2.2141 -2.2154  0.4361
105 H 0.8215 7.4607 -4.5374  0.4852
106 H 0.0252 6.3995 -5.7442  0.3196
107 H 1.7467 6.8642 -5.9429  0.4424
108 H -1.9323 3.3097 -3.9340  0.2612
109 H -2.3781 2.8012 -2.2835  -0.5305
110 H -2.5056 1.6534 -3.6444  0.6529
111 H 2.1940 1.7456 -7.7374  0.3654
112 H 2.9659 0.2219 -7.2911  0.3288
113 H 2.9500 1.5613 -6.1185  0.3919
114 H -1.2495 3.3131 -8.4090  0.3728
115 H -1.2509 3.5055 -6.6406  0.1836
116 H -0.6764 1.9829 -7.3918  0.2961
117 H -2.7925 7.1678 -4.2422  0.2768
118 H -2.6532 7.1229 -2.4601  0.3373
119 H -3.4348 5.7759 -3.3218  0.2869

***

Computed, not measured: a single C2H2N2O3 molecule at a distorted geometry, with ωB97M-V/def2-TZVPD.

Results
SMILES string   O=c1ncon1O
Energy above the lowest of the compared OMol25 structures with the same formula, charge and spin   102.6 kcal/mol
Spin multiplicity   1
Kohn-Sham gap   10.103 eV

Last column: natural (NBO) charge in e.
Positions of all 9 atoms, in Å:
1 C 1.2168 -0.1899 1.2277  0.3675
2 C -0.8220 -0.1257 0.3460  0.7040
3 H -0.0560 1.3663 -2.1438  0.4888
4 H 2.1876 -0.5247 1.6069  0.2243
5 N -0.0161 0.5838 -0.4264  0.0478
6 N -0.0242 -0.4950 1.5618  -0.4896
7 O -0.0468 0.3682 -1.7957  -0.4984
8 O 1.2723 0.2836 -0.1162  -0.3278
9 O -1.7527 -0.5980 -0.1948  -0.5167

***

Computed, not measured: C18H17AsCl7NORhS2 as an isolated structure at a distorted geometry, with ωB97M-V/def2-TZVPD.

Results
Energy above the lowest of the compared OMol25 structures with the same formula, charge and spin   29.8 kcal/mol
Spin multiplicity   1
Kohn-Sham gap (alpha / beta)   5.775 / 5.776 eV
Charge   +1

Last column: natural (NBO) charge in e.
Positions of all 48 atoms, in Å:
1 Rh 0.0821 0.0074 0.0478  0.6959
2 Cl 0.0714 0.4720 2.4381  0.2084
3 C 1.7723 0.3184 2.8366  -0.0980
4 C 2.1107 0.0686 4.1515  -0.2218
5 C 3.4478 -0.0723 4.4805  -0.1956
6 C 4.4190 0.0477 3.4994  -0.1879
7 C 4.0512 0.3130 2.1902  -0.0830
8 Cl 5.2754 0.4664 0.9845  0.0538
9 C 2.7080 0.4440 1.8227  -0.1398
10 S 2.2793 0.7696 0.1546  -0.0450
11 H 1.3406 -0.0206 4.9063  0.2407
12 H 3.7345 -0.2788 5.5018  0.2383
13 H 5.4669 -0.0648 3.7397  0.2438
14 Cl -4.5440 0.3124 -5.3337  0.0751
15 C -3.7947 0.0344 -3.8146  -0.1267
16 C -2.4216 -0.1308 -3.7273  -0.0507
17 Cl -1.4366 -0.0755 -5.1366  0.0680
18 C -1.8435 -0.3476 -2.4875  -0.1925
19 Cl -0.1199 -0.5270 -2.3323  0.2102
20 C -2.5572 -0.4425 -1.2944  0.3895
21 O -1.9828 -0.6745 -0.1515  -0.7477
22 C -3.9494 -0.2548 -1.4107  -0.1541
23 Cl -4.8595 -0.2967 0.0457  0.0637
24 C -4.5546 -0.0267 -2.6384  -0.0476
25 Cl -6.2551 0.1722 -2.7232  0.0854
26 C 0.2539 4.7712 -1.7297  -0.9627
27 As -0.2038 3.9287 -0.0644  1.4781
28 C 1.3549 3.9286 1.0536  -0.9646
29 C -1.4921 5.0649 0.7959  -0.9570
30 S -1.1893 2.0535 -0.3823  -0.4100
31 H 0.4932 5.8181 -1.5487  0.2531
32 H -0.5995 4.6975 -2.4005  0.2634
33 H 1.1074 4.2628 -2.1733  0.2614
34 H 1.6907 4.9569 1.1853  0.2547
35 H 2.1334 3.3320 0.5889  0.2766
36 H 1.0945 3.4940 2.0171  0.2539
37 H -1.1247 6.0891 0.8243  0.2541
38 H -1.6641 4.6955 1.8045  0.2595
39 H -2.4255 5.0191 0.2381  0.2631
40 C -1.0581 -4.7348 -0.9583  -0.5903
41 C 0.0777 -4.5556 0.0593  -0.5251
42 C 0.3411 -3.1455 0.3069  0.5079
43 N 0.5466 -2.0372 0.5017  -0.4241
44 H -1.2528 -5.7955 -1.0965  0.2371
45 H -0.7847 -4.3011 -1.9190  0.2217
46 H -1.9712 -4.2538 -0.6117  0.2303
47 H 1.0026 -5.0007 -0.3105  0.2672
48 H -0.1682 -5.0315 1.0090  0.2695

***

Computed, not measured: a 8-piece molecular cluster, C32H36N3O23 overall at a distorted geometry, with ωB97M-V/def2-TZVPD.

Results
Spin multiplicity   2
Kohn-Sham gap (alpha / beta)   2.881 / 4.789 eV
Charge   -2

Last column: Löwdin spin population.
Positions of all 94 atoms, in Å:
1 C 9.2488 -11.3257 -19.8921  0.0013
2 C 10.4785 -11.1558 -20.6148  0.0002
3 O 10.6479 -11.7531 -21.6565  0.0000
4 O 11.4067 -10.5804 -20.0724  0.0003
5 H 9.0766 -10.4752 -19.2325  0.0003
6 H 9.0435 -12.2565 -19.3634  0.0002
7 H 8.4022 -11.4162 -20.5726  0.0000
8 C 8.6712 -14.8153 -20.2569  -0.0001
9 N 7.8303 -16.0509 -20.1475  0.0000
10 O 6.5877 -15.9814 -20.1922  0.0000
11 O 8.3740 -17.1070 -19.9429  0.0000
12 H 9.3370 -14.8887 -19.3971  0.0000
13 H 8.0026 -13.9562 -20.2016  0.0000
14 H 9.1106 -14.7784 -21.2537  0.0000
15 C 5.3063 -11.7127 -19.8132  -0.0001
16 N 4.3068 -12.2537 -18.9069  0.0000
17 O 3.1872 -11.7272 -18.8618  0.0000
18 O 4.6117 -13.1833 -18.2144  0.0001
19 H 4.9373 -10.9635 -20.5137  0.0000
20 H 5.7871 -12.5967 -20.2322  0.0000
21 H 6.1003 -11.2989 -19.1916  -0.0001
22 C 15.2101 -10.5690 -17.1747  0.0001
23 C 14.8065 -11.3641 -18.4328  0.0000
24 C 13.7224 -12.4068 -18.1125  -0.0002
25 O 13.0579 -13.0186 -19.2260  -0.0001
26 C 11.9094 -13.8137 -18.7222  0.0000
27 N 14.4277 -10.4351 -19.4652  0.0000
28 H 14.3367 -9.9712 -16.9141  0.0000
29 H 16.0527 -9.8863 -17.2847  0.0000
30 H 15.5372 -11.1386 -16.3048  0.0000
31 H 15.5418 -12.0328 -18.8802  0.0000
32 H 12.9169 -11.8549 -17.6281  -0.0003
33 H 14.1698 -13.1424 -17.4441  0.0000
34 H 11.6843 -14.5188 -19.5224  0.0000
35 H 11.0974 -13.1397 -18.4498  -0.0001
36 H 12.1224 -14.3728 -17.8111  0.0000
37 H 15.3346 -10.0381 -19.6652  0.0000
38 H 13.9124 -9.7196 -18.9728  0.0000
39 C 9.2848 -13.0192 -26.6894  0.0000
40 C 8.9792 -14.2756 -27.0508  0.0000
41 C 8.5196 -15.3089 -26.0724  0.0000
42 O 8.4309 -16.4953 -26.3454  0.0000
43 C 8.2634 -14.7310 -24.7698  0.0000
44 C 8.6259 -13.5448 -24.3932  0.0000
45 C 9.2576 -12.5772 -25.2987  0.0000
46 O 9.6627 -11.4335 -25.0603  0.0000
47 O 8.5369 -13.1306 -23.0820  0.0000
48 O 9.1060 -14.7287 -28.2756  0.0000
49 H 9.6973 -12.2993 -27.3808  0.0000
50 H 7.7508 -15.2740 -23.9896  0.0000
51 H 9.2732 -12.5582 -22.8545  0.0000
52 H 8.8123 -15.6371 -28.3764  0.0000
53 C 8.2573 -8.2688 -24.7174  0.0000
54 C 8.6375 -7.6348 -23.6421  0.0000
55 C 8.2014 -8.0315 -22.2663  0.0000
56 O 8.4908 -7.4422 -21.2393  0.0000
57 C 7.1752 -9.0756 -22.3358  0.0000
58 C 6.7287 -9.7036 -23.4415  0.0000
59 C 7.1860 -9.2712 -24.7820  0.0000
60 O 6.7690 -9.6609 -25.8855  0.0000
61 O 5.7742 -10.6798 -23.3510  0.0000
62 O 9.6636 -6.7164 -23.6537  0.0000
63 H 8.8286 -8.0221 -25.6001  0.0000
64 H 6.8381 -9.3829 -21.3569  0.0000
65 H 5.5837 -11.0388 -24.2207  0.0000
66 H 10.0009 -6.6593 -22.7568  0.0000
67 C 13.0349 -6.7938 -17.0713  0.0003
68 C 12.1215 -7.6071 -17.7020  0.0005
69 C 10.6365 -7.4486 -17.4968  0.0007
70 O 9.7467 -8.0928 -18.0220  0.0005
71 C 10.3265 -6.3518 -16.5971  -0.0005
72 C 11.2041 -5.5844 -15.9097  0.0011
73 C 12.7200 -5.6447 -16.1667  0.0005
74 O 13.6217 -4.8658 -15.8104  0.0014
75 O 10.8135 -4.5538 -15.0830  0.0005
76 O 12.5162 -8.6072 -18.5315  0.0003
77 H 14.0905 -7.0031 -17.1622  0.0000
78 H 9.2829 -6.1573 -16.3984  0.0000
79 H 11.5307 -4.0701 -14.6669  0.0000
80 H 11.7434 -8.8908 -19.0254  0.0000
81 C 9.7176 -9.7249 -14.8917  0.0082
82 C 8.8601 -10.2975 -15.7566  0.1084
83 C 8.9620 -11.6822 -16.3254  0.1114
84 O 8.2871 -12.1974 -17.1736  0.1897
85 C 10.2209 -12.1869 -15.9675  0.0245
86 C 11.1248 -11.6862 -15.0425  0.1169
87 C 10.9478 -10.3456 -14.4628  0.1339
88 O 11.7245 -9.7652 -13.6333  0.2271
89 O 12.2111 -12.3924 -14.7011  0.0399
90 O 7.7604 -9.5747 -16.0427  0.0360
91 H 9.3770 -8.7733 -14.5110  -0.0018
92 H 10.3825 -13.2363 -16.1654  -0.0012
93 H 12.6981 -11.8298 -14.0946  -0.0002
94 H 7.0324 -10.1068 -16.3721  0.0005

***

Computed, not measured: a single C5H10O molecule at a distorted geometry, with ωB97M-V/def2-TZVPD.

Results
SMILES string   CCOC1CC1
Energy above the lowest of the compared OMol25 structures with the same formula, charge and spin   67.5 kcal/mol
Spin multiplicity   1
Kohn-Sham gap   9.392 eV

Last column: natural (NBO) charge in e.
Positions of all 16 atoms, in Å:
1 C 2.7701 0.2407 -0.3105  -0.6224
2 C 1.4779 -0.3493 0.2539  -0.0569
3 O 0.3243 0.2506 -0.3650  -0.5320
4 C -0.9274 -0.2356 0.0566  0.1432
5 C -2.4961 0.4124 0.6865  -0.4507
6 C -2.1211 0.0679 -0.7311  -0.4783
7 H 3.6402 -0.2002 0.1982  0.2143
8 H 2.8107 1.3225 -0.1581  0.2150
9 H 2.8809 0.0369 -1.3805  0.2127
10 H 1.4899 -1.4412 0.0873  0.1637
11 H 1.4393 -0.1797 1.3363  0.1712
12 H -0.8248 -1.2220 0.5011  0.1723
13 H -2.8587 -0.3355 1.3838  0.2032
14 H -2.8577 1.4103 0.9166  0.2113
15 H -2.8020 -0.6841 -1.0582  0.2039
16 H -1.9456 0.9061 -1.4169  0.2295